(1)
A structure of composition C32H48GeN2O4PV. Source: OMol25; level of theory: ωB97M-V/def2-TZVPD.

Properties
Frontier orbital gap (alpha / beta): 0.2969 / 0.2969 hartree
Relative energy (zero: lowest compared OMol25 entry of this formula, charge and spin): 0.0 kJ/mol
Charge: +2
DFT total energy: -5020.4690 a.u.

Geometry (Å):
V (0.240, -1.163, -0.194)
C (1.340, 3.949, -2.103)
C (0.809, 3.850, -0.682)
C (-0.517, 4.567, -0.502)
C (1.842, 4.368, 0.310)
O (0.643, 2.436, -0.342)
Ge (-0.464, 1.205, -0.903)
O (-1.037, -2.066, -0.798)
C (-2.213, -2.936, -0.974)
C (-1.785, -4.285, -0.414)
C (-2.463, -2.982, -2.472)
C (-3.345, -2.310, -0.182)
O (-1.121, 1.857, -2.368)
C (-2.267, 1.592, -3.224)
C (-1.817, 0.588, -4.280)
C (-3.413, 1.041, -2.388)
C (-2.629, 2.931, -3.845)
H (1.439, 4.997, -2.388)
H (0.668, 3.467, -2.811)
H (2.331, 3.494, -2.173)
H (-0.376, 5.636, -0.655)
H (-0.892, 4.421, 0.513)
H (-1.263, 4.221, -1.221)
H (2.056, 5.419, 0.118)
H (2.776, 3.812, 0.208)
H (1.480, 4.274, 1.335)
H (-0.960, -4.706, -0.989)
H (-2.623, -4.980, -0.467)
H (-1.488, -4.196, 0.633)
H (-1.551, -3.254, -3.003)
H (-2.820, -2.023, -2.846)
H (-3.220, -3.734, -2.691)
H (-3.547, -1.291, -0.506)
H (-3.122, -2.305, 0.886)
H (-4.251, -2.897, -0.334)
H (-1.347, -0.275, -3.803)
H (-1.106, 1.041, -4.971)
H (-2.671, 0.233, -4.858)
H (-3.201, 0.020, -2.068)
H (-4.333, 1.020, -2.971)
H (-3.591, 1.669, -1.511)
H (-1.762, 3.367, -4.341)
H (-2.994, 3.629, -3.090)
H (-3.415, 2.793, -4.587)
N (0.535, -2.218, 2.716)
P (0.498, -0.586, 2.238)
C (2.017, 0.166, 2.857)
C (2.474, 1.361, 2.304)
C (3.614, 1.962, 2.818)
C (4.304, 1.371, 3.867)
C (3.854, 0.177, 4.414)
C (2.711, -0.424, 3.915)
C (-0.897, 0.092, 3.140)
C (-0.787, 1.311, 3.804)
C (-1.899, 1.848, 4.438)
C (-3.109, 1.170, 4.414)
C (-3.217, -0.051, 3.757)
C (-2.116, -0.588, 3.115)
C (1.188, -3.130, 1.914)
C (1.622, -4.360, 2.413)
C (2.256, -5.232, 1.560)
C (2.452, -4.872, 0.225)
C (1.995, -3.649, -0.189)
N (1.370, -2.774, 0.632)
H (0.409, -2.480, 3.685)
H (1.939, 1.830, 1.488)
H (3.966, 2.896, 2.401)
H (5.193, 1.844, 4.262)
H (4.393, -0.281, 5.232)
H (2.369, -1.352, 4.353)
H (0.159, 1.836, 3.839)
H (-1.816, 2.790, 4.962)
H (-3.969, 1.587, 4.920)
H (-4.159, -0.583, 3.752)
H (-2.198, -1.546, 2.615)
H (1.461, -4.604, 3.454)
H (2.602, -6.189, 1.926)
H (2.947, -5.532, -0.471)
H (2.104, -3.329, -1.216)
C (2.221, -0.782, -3.931)
O (1.259, -1.182, -2.918)
C (1.401, -0.860, -1.673)
C (2.644, -0.150, -1.219)
H (2.327, 0.301, -3.933)
H (1.797, -1.120, -4.870)
H (3.177, -1.270, -3.754)
H (2.689, -0.062, -0.128)
H (3.532, -0.696, -1.550)
H (2.675, 0.865, -1.623)

In elementary charge units, the Mulliken charges are: V -0.630; C -1.556; C 1.632; C -1.551; C -1.763; O 1.047; Ge 0.054; O -0.569; C 1.108; C -1.483; C -1.437; C -1.089; O 0.505; C 1.722; C -1.377; C -1.508; C -1.788; H 0.503; H 0.133; H 0.357; H 0.508; H 0.333; H 0.139; H 0.537; H 0.286; H 0.346; H 0.316; H 0.511; H 0.244; H 0.363; H 0.203; H 0.445; H 0.100; H 0.253; H 0.529; H 0.119; H 0.344; H 0.430; H -0.072; H 0.534; H 0.387; H 0.370; H 0.390; H 0.462; N 0.288; P 1.348; C 0.661; C -0.203; C -0.822; C -0.722; C -0.782; C -0.666; C 0.224; C -0.452; C -0.865; C -0.537; C -0.754; C -0.437; C 0.166; C -1.053; C -0.463; C -0.996; C -0.575; N 0.927; H 0.363; H 0.645; H 0.468; H 0.424; H 0.455; H 0.400; H 0.473; H 0.451; H 0.425; H 0.454; H 0.443; H 0.498; H 0.474; H 0.508; H 0.494; C -0.870; O -0.204; C 0.492; C -0.988; H 0.327; H 0.308; H 0.382; H -0.035; H 0.682; H 0.259

(2)
An isolated molecule of C32H48N4O2. Source: OMol25; level of theory: ωB97M-V/def2-TZVPD.

Properties
SMILES string: CC(C)(C)c1ccc(C(=O)NCCCN2CCN(CCCNC(=O)c3ccc(C(C)(C)C)cc3)CC2)cc1
Frontier orbital gap: 0.3330 hartree
Relative energy (zero: lowest compared OMol25 entry of this formula, charge and spin): 3.0 kJ/mol
DFT total energy: -1617.7368 a.u.

Geometry (Å):
C (-0.599, 3.715, -5.542)
C (-1.576, 2.629, -5.081)
C (-0.958, 1.263, -5.411)
C (-2.890, 2.806, -5.855)
C (-1.872, 2.703, -3.591)
C (-2.736, 1.772, -3.016)
C (-3.047, 1.806, -1.671)
C (-2.503, 2.787, -0.848)
C (-2.811, 2.875, 0.610)
O (-2.881, 3.935, 1.205)
N (-3.028, 1.672, 1.192)
C (-3.157, 1.518, 2.621)
C (-1.919, 0.853, 3.230)
C (-1.671, -0.546, 2.661)
N (-1.394, -0.537, 1.230)
C (-1.572, -1.842, 0.622)
C (-1.400, -1.722, -0.889)
N (-0.053, -1.277, -1.190)
C (0.227, -1.265, -2.619)
C (0.590, -2.654, -3.148)
C (1.979, -3.100, -2.691)
N (2.120, -3.038, -1.256)
C (3.030, -2.222, -0.670)
O (3.900, -1.645, -1.299)
C (2.910, -2.099, 0.811)
C (3.470, -0.979, 1.416)
C (3.383, -0.785, 2.782)
C (2.742, -1.710, 3.598)
C (2.632, -1.549, 5.106)
C (1.150, -1.479, 5.500)
C (3.295, -2.755, 5.786)
C (3.319, -0.279, 5.615)
C (2.196, -2.838, 2.986)
C (2.277, -3.036, 1.621)
C (0.163, 0.022, -0.579)
C (-0.055, -0.056, 0.928)
C (-1.654, 3.728, -1.414)
C (-1.337, 3.681, -2.760)
H (0.356, 3.625, -5.031)
H (-1.007, 4.708, -5.368)
H (-0.420, 3.609, -6.610)
H (-0.727, 1.205, -6.472)
H (-0.038, 1.120, -4.849)
H (-1.639, 0.450, -5.169)
H (-2.700, 2.781, -6.926)
H (-3.345, 3.763, -5.607)
H (-3.601, 2.020, -5.617)
H (-3.187, 1.004, -3.628)
H (-3.742, 1.084, -1.264)
H (-2.683, 0.833, 0.732)
H (-4.044, 0.909, 2.832)
H (-3.301, 2.515, 3.045)
H (-1.052, 1.491, 3.061)
H (-2.062, 0.763, 4.308)
H (-2.573, -1.146, 2.818)
H (-0.847, -1.028, 3.214)
H (-0.842, -2.570, 1.016)
H (-2.579, -2.203, 0.846)
H (-2.151, -1.016, -1.284)
H (-1.572, -2.698, -1.349)
H (-0.631, -0.863, -3.183)
H (1.078, -0.602, -2.787)
H (0.573, -2.632, -4.239)
H (-0.152, -3.384, -2.818)
H (2.751, -2.448, -3.108)
H (2.167, -4.125, -3.033)
H (1.299, -3.287, -0.728)
H (3.976, -0.259, 0.790)
H (3.829, 0.102, 3.201)
H (1.054, -1.389, 6.580)
H (0.612, -2.370, 5.185)
H (0.680, -0.611, 5.041)
H (4.335, -2.835, 5.478)
H (2.792, -3.684, 5.531)
H (3.263, -2.638, 6.867)
H (2.868, 0.612, 5.184)
H (4.381, -0.289, 5.383)
H (3.212, -0.218, 6.696)
H (1.700, -3.588, 3.584)
H (1.865, -3.942, 1.199)
H (-0.512, 0.783, -1.007)
H (1.195, 0.326, -0.767)
H (0.704, -0.718, 1.373)
H (0.070, 0.944, 1.345)
H (-1.243, 4.502, -0.782)
H (-0.668, 4.429, -3.153)

In elementary charge units, the Mulliken charges are: C -2.201; C 2.194; C -1.640; C -1.742; C 0.711; C -0.251; C -0.874; C 0.586; C 0.067; O -0.705; N -0.047; C -1.293; C -0.499; C -0.449; N 0.191; C -0.972; C -0.512; N 0.928; C -0.879; C -0.819; C -0.989; N -0.101; C -0.036; O -0.707; C 0.334; C -1.407; C -0.131; C 1.044; C 2.141; C -1.706; C -1.756; C -2.141; C -0.568; C -0.641; C -0.705; C 0.285; C -1.430; C -0.157; H 0.439; H 0.450; H 0.436; H 0.549; H 0.276; H 0.324; H 0.468; H 0.397; H 0.321; H 0.378; H 0.461; H 0.269; H 0.326; H 0.542; H 0.293; H 0.530; H 0.566; H -0.133; H 0.189; H 0.581; H -0.053; H 0.529; H 0.087; H 0.664; H 0.412; H 0.264; H 0.487; H 0.352; H 0.265; H 0.445; H 0.441; H 0.537; H 0.325; H 0.297; H 0.398; H 0.318; H 0.476; H 0.415; H 0.446; H 0.434; H 0.341; H 0.544; H -0.876; H 0.896; H -0.850; H 0.734; H 0.437; H 0.456

(3)
A cluster of 8 separate species, C32H48O24 in total. Source: OMol25; level of theory: ωB97M-V/def2-TZVPD.

Properties
SMILES string: C[C@H]1COC(=O)O1.C[C@H]1COC(=O)O1.C[C@H]1COC(=O)O1.C[C@H]1COC(=O)O1.C[C@H]1COC(=O)O1.C[C@H]1COC(=O)O1.C[C@H]1COC(=O)O1.C[C@H]1COC(=O)O1
Frontier orbital gap: 0.3696 hartree
Relative energy (zero: lowest compared OMol25 entry of this formula, charge and spin): 100.4 kJ/mol
DFT total energy: -3054.0262 a.u.

Geometry (Å):
C (-6.912, 13.933, -1.252)
C (-6.250, 14.245, -2.563)
C (-4.888, 13.555, -2.808)
O (-4.972, 13.135, -4.155)
C (-6.268, 13.163, -4.567)
O (-6.709, 12.687, -5.567)
O (-7.031, 13.745, -3.652)
H (-6.328, 14.233, -0.381)
H (-6.985, 12.842, -1.186)
H (-7.902, 14.365, -1.128)
H (-6.108, 15.315, -2.729)
H (-4.721, 12.708, -2.135)
H (-4.100, 14.273, -2.582)
C (-10.629, 12.162, -15.015)
C (-11.159, 11.704, -13.669)
C (-10.317, 12.170, -12.453)
O (-11.241, 12.879, -11.657)
C (-12.438, 12.969, -12.280)
O (-13.362, 13.625, -11.903)
O (-12.435, 12.256, -13.399)
H (-9.856, 11.497, -15.394)
H (-10.237, 13.181, -15.041)
H (-11.464, 12.217, -15.717)
H (-11.216, 10.618, -13.582)
H (-9.441, 12.757, -12.743)
H (-9.861, 11.294, -11.988)
C (-4.848, 13.840, -8.130)
C (-5.985, 12.949, -8.569)
C (-7.402, 13.564, -8.576)
O (-7.847, 13.254, -9.897)
C (-6.892, 12.701, -10.640)
O (-6.942, 12.441, -11.807)
O (-5.748, 12.648, -9.944)
H (-4.961, 14.871, -8.486)
H (-3.919, 13.525, -8.605)
H (-4.660, 13.933, -7.061)
H (-5.978, 11.993, -8.041)
H (-7.461, 14.613, -8.291)
H (-7.989, 13.021, -7.841)
C (-7.713, 9.061, -6.398)
C (-9.113, 9.493, -6.834)
C (-9.355, 11.016, -6.852)
O (-9.931, 11.243, -8.115)
C (-10.018, 10.108, -8.817)
O (-10.577, 9.981, -9.849)
O (-9.310, 9.127, -8.211)
H (-7.624, 7.977, -6.417)
H (-7.456, 9.492, -5.432)
H (-6.983, 9.421, -7.127)
H (-9.836, 8.985, -6.194)
H (-8.366, 11.468, -6.889)
H (-9.884, 11.305, -5.951)
C (-2.425, 14.944, -10.718)
C (-2.210, 15.004, -12.215)
C (-3.331, 14.194, -12.925)
O (-3.709, 15.027, -14.019)
C (-3.233, 16.272, -13.818)
O (-3.468, 17.208, -14.515)
O (-2.384, 16.289, -12.787)
H (-2.623, 13.920, -10.411)
H (-3.319, 15.557, -10.567)
H (-1.592, 15.380, -10.169)
H (-1.236, 14.586, -12.480)
H (-4.192, 14.127, -12.253)
H (-3.047, 13.222, -13.317)
C (-5.238, 10.922, -14.344)
C (-6.620, 11.427, -14.709)
C (-6.717, 12.941, -14.805)
O (-7.532, 13.118, -15.989)
C (-7.598, 11.949, -16.681)
O (-8.241, 11.749, -17.656)
O (-6.828, 11.032, -16.069)
H (-4.920, 11.122, -13.317)
H (-4.425, 11.382, -14.914)
H (-5.182, 9.845, -14.506)
H (-7.328, 10.939, -14.038)
H (-5.758, 13.417, -15.002)
H (-7.260, 13.368, -13.969)
C (-11.748, 15.025, -2.723)
C (-10.415, 14.625, -3.313)
C (-10.341, 13.350, -4.157)
O (-9.749, 13.780, -5.367)
C (-9.728, 15.123, -5.421)
O (-9.340, 15.766, -6.345)
O (-10.052, 15.658, -4.241)
H (-11.622, 16.015, -2.279)
H (-12.149, 14.311, -2.007)
H (-12.487, 15.242, -3.499)
H (-9.647, 14.521, -2.546)
H (-11.352, 12.947, -4.272)
H (-9.728, 12.595, -3.666)
C (-5.581, 18.592, -7.501)
C (-6.429, 17.630, -6.695)
C (-5.674, 16.741, -5.698)
O (-6.244, 17.093, -4.423)
C (-7.112, 18.129, -4.559)
O (-7.686, 18.635, -3.649)
O (-7.229, 18.481, -5.839)
H (-4.915, 18.026, -8.159)
H (-4.998, 19.249, -6.854)
H (-6.158, 19.266, -8.133)
H (-7.168, 17.030, -7.229)
H (-4.607, 16.907, -5.836)
H (-5.999, 15.707, -5.809)

Atom charges from the Mulliken analysis, given in e for atoms 1 to 99: C -1.555; C 0.647; C -0.580; O -0.376; C 0.172; O -0.192; O 0.109; H 0.395; H 0.364; H 0.293; H 0.066; H 0.323; H 0.347; C -1.406; C 0.547; C 0.353; O -0.323; C 0.507; O -0.586; O -0.405; H 0.270; H 0.349; H 0.417; H 0.356; H -0.218; H 0.135; C -1.245; C 0.966; C 2.091; O -0.305; C 0.499; O -0.499; O -0.396; H 0.320; H 0.273; H 0.149; H -0.054; H -0.249; H -1.598; C -1.363; C 0.270; C 0.767; O -0.294; C 0.572; O -0.546; O -0.373; H 0.423; H 0.297; H 0.321; H 0.283; H -0.370; H -0.031; C -1.277; C 0.444; C -0.031; O -0.290; C 0.568; O -0.545; O -0.393; H 0.317; H 0.277; H 0.452; H 0.276; H -0.078; H 0.298; C -1.557; C 1.145; C -0.028; O -0.388; C 0.494; O -0.531; O -0.445; H 0.218; H 0.400; H 0.386; H -0.021; H 0.334; H 0.026; C -1.672; C 1.322; C -0.626; O 0.116; C 0.487; O -0.568; O -0.407; H 0.396; H 0.392; H 0.397; H -0.672; H 0.475; H 0.420; C -1.516; C 0.555; C 0.567; O -0.305; C 0.574; O -0.566; O -0.394; H 0.355

Q: Look up the DFT total energy of the second one.
A: -1617.7368 a.u.

Q: Which formula does entry 3 have?
A: C32H48O24